Formula: C33H45N11ORb
Source: the OMol25 dataset
Level of theory: wB97M-V/def2-TZVPD

- HOMO level (eV) = -10.724
- electronic energy (Ha) = -1986.02101
- strongest force on any atom (eV Å⁻¹) = 2.88
- relative energy (zero: lowest compared OMol25 entry of this formula, charge and spin) (kJ/mol) = 0.00
- charge = +1

XYZ file:
```
91
Properties=species:S:1:pos:R:3:mulliken_charge:R:1
Rb -3.819 -20.192 9.361 0.64
N -1.095 -19.368 8.535 0.00
C -0.021 -19.567 9.495 -0.61
C -0.133 -20.916 10.170 -0.65
N -1.336 -21.034 11.032 1.37
C -1.604 -22.409 11.445 -0.98
C -1.862 -23.432 10.313 -0.71
N -3.022 -23.079 9.488 -0.23
C -1.202 -20.162 12.201 -1.94
C -2.137 -18.936 12.241 0.58
N -3.538 -19.337 12.203 -0.40
H -0.959 -19.662 7.562 0.04
H -1.428 -18.397 8.462 0.12
H -0.062 -18.776 10.213 0.10
H 0.987 -19.475 9.037 0.49
H 0.797 -21.070 10.720 0.21
H -0.179 -21.679 9.373 -0.03
H -2.483 -22.387 12.083 0.43
H -0.779 -22.845 12.058 0.35
H -2.025 -24.386 10.809 0.49
H -0.989 -23.477 9.672 0.15
H -3.679 -23.855 9.476 0.23
H -2.788 -22.864 8.536 0.15
H -0.181 -19.775 12.238 0.28
H -1.368 -20.752 13.092 0.63
H -2.006 -18.245 11.380 -0.45
H -1.944 -18.302 13.126 0.45
H -4.182 -18.584 12.296 0.12
H -3.644 -20.098 12.871 0.21
C -4.013 -20.654 5.633 -0.30
N -4.003 -19.207 5.537 -0.29
C -5.369 -18.721 5.212 -0.99
C -6.223 -18.543 6.450 0.30
N -6.249 -19.392 7.456 -0.48
C -7.057 -18.747 8.398 0.47
C -7.446 -19.193 9.662 -0.26
C -8.328 -18.381 10.377 -0.66
C -8.820 -17.161 9.883 -0.68
C -8.325 -16.662 8.704 -0.87
C -7.485 -17.527 7.948 0.33
N -6.886 -17.354 6.704 -0.09
C -2.619 -21.180 5.802 -0.15
N -2.247 -22.181 6.549 -0.67
C -0.871 -22.299 6.294 0.88
C 0.038 -23.212 6.747 -0.57
C 1.329 -23.038 6.310 -0.69
C 1.727 -22.028 5.445 -0.59
C 0.814 -21.110 4.944 -1.11
C -0.471 -21.277 5.403 0.44
N -1.622 -20.573 5.106 0.11
H -4.389 -21.085 4.718 0.43
H -4.551 -21.073 6.511 0.24
H -3.671 -18.775 6.388 0.19
H -5.827 -19.450 4.558 0.44
H -5.370 -17.790 4.637 0.41
H -7.000 -20.079 10.121 0.54
H -8.684 -18.726 11.368 0.36
H -9.529 -16.560 10.410 0.47
H -8.566 -15.731 8.249 0.50
H -6.992 -16.619 6.050 0.19
H -0.322 -24.086 7.275 0.52
H 2.092 -23.740 6.639 0.41
H 2.796 -21.874 5.240 0.36
H 1.031 -20.297 4.266 0.45
H -1.736 -19.746 4.537 0.26
C -3.793 -12.947 10.571 -1.06
N -4.015 -14.325 10.941 0.08
N -3.428 -15.227 10.035 0.63
C -4.159 -16.413 10.097 0.10
O -3.730 -17.430 9.539 -0.39
C -5.258 -16.148 10.962 -0.98
C -5.201 -14.862 11.406 0.55
C -6.104 -14.152 12.321 -1.56
C -1.932 -15.199 9.881 -0.26
C -1.146 -15.244 11.018 0.31
C 0.256 -15.327 10.793 -0.77
C 0.782 -15.316 9.509 -0.43
C -0.054 -15.221 8.403 -0.58
C -1.428 -15.086 8.607 -0.61
H -2.712 -12.805 10.478 0.34
H -4.120 -12.289 11.357 0.39
H -4.339 -12.633 9.669 0.31
H -6.062 -16.799 11.166 0.69
H -7.042 -13.873 11.802 0.29
H -5.712 -13.259 12.752 0.39
H -6.419 -14.797 13.093 0.41
H -1.531 -15.366 12.024 0.48
H 0.878 -15.492 11.674 0.37
H 1.859 -15.487 9.396 0.40
H 0.353 -15.331 7.422 0.44
H -2.023 -15.057 7.748 0.50
```

=====

Formula: C8H9Cl2N2
Source: the OMol25 dataset
Level of theory: wB97M-V/def2-TZVPD

- HOMO level (alpha / beta) (eV) = -9.908 / -13.625
- electronic energy (Ha) = -1339.61306
- spin multiplicity = 3
- strongest force on any atom (eV Å⁻¹) = 6.38
- relative energy (zero: lowest compared OMol25 entry of this formula, charge and spin) (kJ/mol) = 293.52
- charge = +1

XYZ file:
```
21
Properties=species:S:1:pos:R:3:mulliken_charge:R:1
C -2.642 -1.245 1.054 -0.29
C -3.589 -2.063 1.443 -0.78
C 0.280 0.826 -2.730 -0.70
C 0.184 1.020 -1.421 -0.62
C -0.357 -3.267 2.456 0.37
C 0.386 0.053 -0.332 1.03
C -1.987 -0.310 0.300 0.94
C 1.691 -0.369 0.160 -1.07
N -0.616 -0.535 0.217 -0.03
N 0.064 -2.360 1.900 -0.50
Cl -0.891 -4.522 3.203 -0.08
Cl -2.632 1.176 -0.148 -0.06
H -4.105 -2.011 2.431 0.29
H -4.224 -2.601 0.691 0.25
H -0.128 1.536 -3.478 0.25
H 0.608 -0.066 -3.239 0.29
H -0.182 2.103 -1.165 0.30
H 2.243 0.429 0.736 0.31
H 2.463 -0.475 -0.532 0.41
H 1.711 -1.349 0.761 0.21
H -0.416 -1.290 0.932 0.49
```